{"formula": "C15H24BFNO7P2S", "method": "ωB97M-V/def2-TZVPD", "species": ["O", "B", "O", "O", "C", "C", "C", "C", "C", "C", "P", "S", "C", "C", "C", "N", "F", "H", "H", "H", "H", "H", "H", "H", "H", "H", "O", "P", "O", "C", "C", "O", "C", "C", "O", "C", "C", "H", "H", "H", "H", "H", "H", "H", "H", "H", "H", "H", "H", "H", "H", "H"], "xyz": [[7.413, 6.429, -1.156], [6.789, 6.956, -2.386], [7.607, 6.933, -3.649], [5.439, 7.543, -2.506], [4.376, 6.571, -2.208], [4.354, 4.983, -2.617], [3.065, 4.000, -2.262], [3.108, 2.394, -2.672], [1.751, 1.507, -2.317], [0.435, 2.198, -1.589], [-1.090, 1.089, -1.284], [-2.664, 2.283, -1.351], [0.436, 3.789, -1.160], [1.786, 4.710, -1.500], [1.917, 6.318, -1.112], [3.141, 7.133, -1.474], [3.119, 8.467, -1.131], [7.020, 5.514, -1.016], [7.212, 6.243, -4.290], [5.251, 4.497, -3.190], [4.072, 1.946, -3.186], [1.698, 0.353, -2.609], [-1.016, 0.319, -0.063], [-1.238, 0.208, -2.441], [-0.511, 4.295, -0.642], [0.983, 6.776, -0.535], [-2.029, -5.586, 2.981], [-2.638, -4.259, 2.466], [-2.735, -4.749, 0.881], [-3.302, -6.003, 0.543], [-4.724, -5.827, 0.058], [-1.189, -3.456, 2.340], [-0.158, -3.701, 3.283], [0.881, -4.625, 2.674], [-3.319, -2.776, 1.891], [-4.724, -2.685, 1.749], [-5.473, -3.166, 2.975], [-3.281, -6.710, 1.376], [-2.693, -6.426, -0.262], [-5.374, -5.509, 0.878], [-5.118, -6.766, -0.341], [-4.781, -5.061, -0.723], [-0.561, -4.105, 4.218], [0.307, -2.740, 3.525], [0.434, -5.562, 2.324], [1.664, -4.863, 3.400], [1.343, -4.154, 1.801], [-5.037, -3.222, 0.853], [-4.960, -1.630, 1.581], [-5.309, -4.234, 3.147], [-6.549, -3.002, 2.857], [-5.129, -2.638, 3.872]], "forces_ev_per_a": [[-2.932, -0.143, -2.857], [2.898, -0.965, -1.146], [-3.123, -1.541, 2.159], [-2.453, -4.267, 1.422], [-0.340, -1.977, -0.351], [-2.608, 2.169, 1.802], [0.284, 0.516, 0.075], [-4.069, 1.193, 1.973], [1.398, 3.922, 0.364], [4.065, 2.868, -0.412], [-1.580, 1.814, -0.863], [0.676, -0.493, 0.391], [2.266, -2.202, -1.644], [0.932, -0.091, -0.416], [1.517, -2.373, -1.501], [-1.298, -4.045, -0.472], [0.161, -1.806, -0.490], [0.815, 1.571, 0.127], [0.834, 1.922, 1.263], [-1.795, 1.364, 1.228], [-2.353, 1.009, 1.188], [0.222, 2.839, 0.698], [0.623, 0.261, -0.900], [1.009, 0.282, 1.145], [2.243, -1.419, -1.323], [2.592, -0.470, -1.422], [-3.551, 1.681, 2.415], [6.818, -0.403, -6.669], [-1.201, -0.195, 0.543], [-0.056, -0.543, -0.472], [-0.210, 0.102, -0.129], [-1.285, 0.672, 0.917], [0.533, -0.260, 0.171], [0.077, -0.200, -0.139], [-0.875, -1.144, 3.326], [-0.594, 0.317, -0.209], [0.004, 0.186, 0.121], [0.186, 0.167, -0.004], [0.037, 0.085, 0.105], [-0.043, -0.066, 0.002], [0.034, 0.088, 0.050], [0.051, -0.183, 0.062], [0.097, -0.064, -0.207], [-0.143, 0.012, -0.085], [-0.026, 0.165, 0.231], [-0.052, 0.042, -0.068], [-0.013, 0.037, 0.144], [0.012, -0.154, 0.000], [0.204, -0.048, 0.033], [-0.029, -0.159, -0.076], [0.137, -0.089, 0.068], [-0.093, 0.013, -0.167]], "total_charge": 1, "homo_ev": -11.39, "lumo_energy_ev": -5.9, "orbital_gap_ev": 5.45}

{"formula": "C15H24BN3O3", "method": "ωB97M-V/def2-TZVPD", "species": ["C", "O", "C", "C", "N", "B", "O", "O", "H", "H", "H", "H", "H", "H", "H", "H", "H", "H", "C", "N", "C", "C", "C", "C", "C", "C", "C", "C", "N", "C", "C", "C", "H", "H", "H", "H", "H", "H", "H", "H", "H", "H", "H", "H", "H", "H"], "xyz": [[-2.585, -5.014, 1.042], [-3.874, -4.464, 1.202], [-4.258, -3.492, 0.237], [-3.529, -2.154, 0.447], [-2.249, -1.961, -0.258], [-5.859, -3.373, 0.369], [-6.451, -2.807, 1.460], [-6.701, -3.863, -0.581], [-1.827, -4.448, 1.603], [-2.600, -6.032, 1.429], [-2.297, -5.049, -0.017], [-3.992, -3.862, -0.769], [-3.346, -2.050, 1.523], [-4.179, -1.322, 0.156], [-1.621, -2.719, -0.010], [-2.390, -2.035, -1.260], [-5.925, -2.183, 1.959], [-6.280, -4.379, -1.270], [5.880, 4.246, -3.276], [4.890, 3.621, -2.365], [3.898, 4.380, -1.867], [2.948, 3.843, -1.030], [3.013, 2.490, -0.701], [4.049, 1.725, -1.226], [4.977, 2.319, -2.054], [1.990, 1.876, 0.190], [1.263, 0.766, -0.220], [0.329, 0.214, 0.634], [0.118, 0.741, 1.847], [0.806, 1.819, 2.265], [1.747, 2.409, 1.457], [-0.889, 0.128, 2.747], [6.347, 5.084, -2.766], [5.368, 4.585, -4.172], [6.632, 3.508, -3.537], [3.894, 5.420, -2.163], [2.161, 4.482, -0.654], [4.157, 0.676, -0.989], [5.805, 1.773, -2.484], [1.397, 0.328, -1.199], [-0.298, -0.630, 0.354], [0.576, 2.182, 3.257], [2.289, 3.269, 1.826], [-1.619, 0.885, 3.024], [-0.385, -0.255, 3.631], [-1.381, -0.678, 2.210]], "forces_ev_per_a": [[0.068, -0.020, -0.038], [-0.039, -0.085, -0.046], [0.056, 0.158, -0.055], [-0.132, 0.140, -0.081], [0.416, 0.006, 0.334], [-0.063, -0.130, 0.103], [-0.174, 0.237, -0.394], [0.074, 0.028, 0.255], [-0.028, 0.011, -0.054], [0.005, 0.059, 0.036], [-0.012, -0.047, 0.043], [-0.019, 0.017, 0.024], [-0.042, 0.004, -0.023], [0.031, -0.036, -0.010], [-0.102, -0.121, -0.123], [-0.054, 0.017, 0.003], [0.163, -0.200, 0.221], [0.025, -0.035, -0.085], [0.015, -0.005, 0.008], [-0.026, 0.007, 0.005], [-0.005, 0.003, 0.007], [0.054, 0.006, 0.017], [-0.053, -0.004, 0.004], [-0.011, 0.017, -0.043], [0.004, -0.012, 0.001], [0.051, 0.006, -0.006], [0.063, 0.006, 0.102], [-0.101, -0.058, -0.173], [-0.010, -0.025, 0.019], [0.009, 0.005, 0.001], [-0.058, 0.007, -0.009], [-0.034, -0.001, -0.017], [-0.001, -0.003, 0.002], [-0.002, -0.003, 0.001], [0.003, 0.007, -0.002], [-0.001, -0.003, -0.004], [-0.006, -0.005, -0.006], [-0.004, -0.001, -0.004], [-0.004, -0.001, -0.001], [0.003, -0.001, 0.001], [-0.076, 0.046, -0.010], [0.003, -0.006, 0.002], [0.009, -0.006, 0.000], [0.007, 0.005, 0.006], [0.005, -0.001, -0.004], [-0.007, 0.017, -0.007]], "total_charge": 2, "homo_ev": -13.38, "lumo_energy_ev": -7.7, "orbital_gap_ev": 5.65}

{"formula": "C15H24CaN2O7S2", "method": "ωB97M-V/def2-TZVPD", "species": ["C", "C", "N", "C", "C", "C", "S", "S", "C", "C", "C", "C", "C", "O", "N", "O", "C", "C", "O", "O", "C", "C", "O", "O", "C", "O", "H", "H", "H", "H", "H", "H", "H", "H", "H", "H", "H", "H", "H", "H", "H", "H", "H", "H", "H", "H", "H", "H", "H", "H", "Ca"], "xyz": [[-2.450, 3.147, -2.606], [-1.040, 2.607, -2.185], [-0.293, 3.516, -1.302], [1.171, 3.268, -1.328], [1.778, 3.954, -2.609], [-0.820, 3.573, 0.012], [-0.862, 5.015, 0.780], [-1.505, 2.104, 0.906], [-0.087, 1.538, 1.925], [-0.516, 0.649, 3.189], [-1.015, -0.822, 2.847], [-0.261, -1.570, 1.678], [-0.881, -1.200, 0.268], [0.076, -0.476, -0.521], [0.299, -1.109, -1.760], [1.444, -1.139, -1.965], [-0.581, -3.118, 1.880], [0.349, -4.044, 1.036], [0.673, -5.080, 1.452], [0.838, -3.662, -0.228], [0.184, -4.339, -1.266], [0.906, -4.329, -2.640], [-0.851, -4.884, -1.145], [1.206, -1.436, 1.685], [1.775, -1.798, 2.951], [2.187, -2.826, 3.249], [-2.693, 2.669, -3.582], [-3.232, 2.903, -1.859], [-2.369, 4.237, -2.787], [-1.168, 1.573, -1.780], [-0.458, 2.486, -3.128], [1.609, 3.750, -0.428], [1.354, 2.164, -1.358], [0.953, 4.295, -3.273], [2.405, 3.258, -3.208], [2.407, 4.833, -2.357], [0.357, 2.490, 2.346], [0.718, 1.085, 1.251], [-1.329, 1.161, 3.750], [0.373, 0.617, 3.918], [-0.873, -1.426, 3.778], [-2.108, -0.816, 2.659], [-1.148, -2.125, -0.289], [-1.836, -0.656, 0.429], [-0.431, -3.382, 2.947], [-1.643, -3.292, 1.594], [0.573, -5.196, -3.245], [0.712, -3.403, -3.213], [1.996, -4.433, -2.441], [1.874, -0.955, 3.751], [2.231, 0.626, 2.225]], "forces_ev_per_a": [[0.829, -0.137, -0.121], [-0.652, -0.410, -1.357], [-0.671, -1.635, 1.150], [0.289, 0.733, -0.873], [0.084, -0.242, -0.146], [0.695, 2.017, -0.045], [0.025, -1.170, -0.054], [0.171, -0.581, 0.094], [-0.139, 1.212, 0.652], [0.453, -0.584, -1.078], [1.369, 0.429, 0.553], [-2.948, -1.781, -0.074], [0.183, -0.262, -0.359], [-0.576, 0.616, 1.727], [1.153, -0.877, -0.524], [-0.607, 0.389, -0.435], [0.792, 1.098, -0.540], [-0.722, 0.946, -0.162], [0.471, -1.726, 1.050], [-0.822, 0.556, 0.033], [1.216, 0.021, -2.676], [0.836, -0.019, 0.915], [-1.267, -0.245, 1.235], [0.727, 1.061, 1.805], [-0.851, 1.391, -0.165], [0.692, -2.132, 0.202], [-0.101, 0.263, 0.776], [0.393, 0.317, -0.470], [-0.259, -0.574, 0.233], [0.325, 0.655, 0.043], [-0.180, 0.216, 0.764], [-0.236, -0.461, -0.425], [0.026, 0.557, 0.225], [0.566, -0.174, 0.519], [-0.373, 0.372, 0.481], [-0.514, -0.542, -0.065], [-0.165, -0.564, -0.312], [-2.362, 0.372, -0.489], [0.760, -0.026, -0.430], [-0.971, -0.048, -0.547], [-0.221, 0.460, -0.584], [0.736, -0.029, -0.150], [0.276, 0.539, 0.438], [0.796, 0.045, -0.171], [-0.186, -0.176, -0.759], [0.695, -0.001, 0.212], [-0.006, 0.573, 0.615], [0.096, -0.434, 0.447], [-0.651, 0.241, -0.369], [-0.352, -0.438, -0.788], [1.175, 0.190, -0.001]], "total_charge": 2, "homo_ev": -14.19, "lumo_energy_ev": -8.9, "orbital_gap_ev": 5.34}

{"formula": "C15H24Cl12F2O9", "method": "ωB97M-V/def2-TZVPD", "species": ["C", "O", "C", "O", "O", "C", "H", "H", "H", "H", "H", "H", "C", "C", "O", "C", "O", "O", "F", "H", "H", "H", "C", "C", "O", "C", "O", "O", "F", "H", "H", "H", "C", "Cl", "Cl", "H", "H", "C", "Cl", "Cl", "H", "H", "C", "Cl", "Cl", "H", "H", "C", "Cl", "Cl", "H", "H", "C", "Cl", "Cl", "H", "H", "C", "Cl", "Cl", "H", "H"], "xyz": [[-17.229, -4.947, -10.376], [-16.114, -5.692, -10.924], [-15.066, -5.982, -10.168], [-14.922, -5.653, -9.019], [-14.242, -6.701, -10.965], [-12.862, -6.883, -10.748], [-18.011, -4.861, -11.130], [-16.760, -3.963, -10.389], [-17.596, -5.186, -9.377], [-12.785, -7.597, -9.927], [-12.483, -5.907, -10.446], [-12.391, -7.217, -11.672], [-17.487, -5.348, -3.683], [-16.746, -4.247, -2.965], [-17.828, -3.611, -2.358], [-18.684, -4.565, -1.964], [-19.633, -4.314, -1.251], [-18.363, -5.697, -2.628], [-16.110, -3.444, -3.884], [-16.877, -6.194, -3.999], [-17.861, -4.939, -4.622], [-16.065, -4.486, -2.148], [-15.067, -4.504, -7.457], [-14.180, -5.640, -7.106], [-14.715, -5.931, -5.858], [-16.021, -5.699, -5.906], [-16.868, -6.034, -5.120], [-16.282, -4.993, -7.009], [-12.915, -5.278, -6.979], [-15.167, -4.204, -8.500], [-14.733, -3.675, -6.832], [-14.192, -6.611, -7.602], [-18.450, -3.948, -6.396], [-18.716, -2.401, -5.594], [-19.607, -5.223, -5.756], [-18.720, -3.885, -7.450], [-17.378, -4.147, -6.423], [-14.920, -8.354, -8.060], [-16.173, -8.295, -6.838], [-13.432, -8.929, -7.244], [-15.185, -9.021, -8.880], [-14.659, -7.421, -8.560], [-15.765, -2.201, -7.126], [-15.877, -2.690, -5.415], [-17.234, -2.622, -8.175], [-15.534, -1.136, -7.111], [-14.836, -2.640, -7.490], [-11.899, -6.423, -5.269], [-10.851, -6.968, -6.576], [-13.452, -7.266, -5.229], [-11.319, -6.638, -4.371], [-12.091, -5.368, -5.462], [-17.738, -6.888, -8.373], [-17.546, -8.113, -9.671], [-19.136, -5.906, -8.524], [-17.819, -7.386, -7.407], [-16.828, -6.288, -8.365], [-15.146, -7.470, -3.703], [-16.843, -8.147, -3.768], [-14.054, -8.886, -4.039], [-14.957, -6.747, -4.497], [-14.885, -7.015, -2.748]], "forces_ev_per_a": [[1.808, 2.202, -0.911], [-0.052, -1.203, 0.089], [-0.515, -0.748, -3.661], [0.039, -3.790, -6.778], [-1.794, 0.553, -0.420], [-0.013, 0.603, 1.385], [0.063, -0.800, 0.113], [-0.630, 0.445, 0.486], [1.059, 0.536, -1.532], [0.732, -0.115, -0.113], [0.593, -0.182, 0.059], [-0.294, -0.054, 0.183], [-0.898, 4.056, 8.611], [-1.126, -1.257, 0.622], [0.752, 2.109, 0.579], [-2.766, 0.535, 0.185], [1.851, -1.124, -0.924], [-1.955, 0.281, 1.122], [-0.661, -3.320, 9.681], [-0.864, 0.198, 6.701], [-1.917, 1.047, 2.801], [0.600, -0.187, -0.397], [2.144, 1.463, 1.263], [0.659, -0.662, 0.066], [-5.960, 5.860, 0.593], [-0.349, 0.687, -1.492], [5.953, -4.536, -17.388], [0.271, -0.533, -0.634], [0.200, 1.896, -1.602], [0.128, 1.268, 1.793], [0.490, -2.578, 0.647], [0.554, 1.568, 0.983], [-2.780, 0.155, 0.183], [-1.462, 0.021, 0.302], [-0.052, 0.743, 0.259], [-0.649, -0.065, 1.111], [-1.981, 0.092, 1.164], [1.014, -1.654, -0.672], [1.753, -1.712, 0.648], [-0.004, -1.717, -2.532], [-0.106, -0.343, 0.539], [-0.748, -0.815, 0.343], [0.387, 3.365, 0.156], [1.445, 4.651, -9.539], [2.961, 2.411, -0.789], [-1.056, 0.244, -0.418], [-1.220, 1.747, -1.053], [0.410, 0.380, 0.211], [0.708, -0.330, -0.443], [14.371, 1.435, -1.800], [-0.506, 0.034, 0.147], [0.766, -0.359, 1.144], [-0.338, -0.875, 0.353], [-0.516, 0.150, 0.150], [-2.212, -0.682, -0.740], [-0.837, 0.472, -1.039], [-0.693, -0.473, -0.148], [-1.477, -2.011, 0.975], [0.946, -1.459, 1.274], [-4.175, -6.396, 6.045], [-1.770, -0.781, 1.889], [-0.283, -0.441, 0.171]], "total_charge": 0, "homo_ev": -7.48, "lumo_energy_ev": 0.0, "orbital_gap_ev": 7.47}